{
  "formula": "C13H48N14O11",
  "method": "the ωB97M-V functional and the def2-TZVPD basis",
  "elements": ["N", "C", "N", "O", "H", "H", "H", "H", "N", "C", "N", "O", "H", "H", "H", "H", "N", "C", "N", "O", "H", "H", "H", "H", "N", "C", "N", "O", "H", "H", "H", "H", "N", "C", "N", "O", "H", "H", "H", "H", "N", "C", "N", "O", "H", "H", "H", "H", "N", "C", "N", "O", "H", "H", "H", "H", "C", "C", "O", "H", "H", "H", "H", "H", "H", "C", "C", "O", "H", "H", "H", "H", "H", "H", "C", "O", "H", "H", "H", "H", "C", "O", "H", "H", "H", "H"],
  "positions_angstrom": [[0.07, -4.29, 29.36], [0.91, -3.93, 28.49], [1.31, -4.89, 27.75], [1.43, -2.64, 28.41], [-0.15, -3.47, 29.93], [-0.02, -5.29, 29.75], [1.90, -4.78, 26.91], [0.61, -5.63, 27.60], [2.88, 1.52, 29.80], [2.10, 0.48, 29.66], [2.59, -0.16, 28.66], [0.97, 0.21, 30.47], [2.60, 2.24, 30.48], [3.54, 1.89, 29.10], [2.13, -1.03, 28.53], [3.55, -0.22, 28.41], [5.24, -5.34, 28.64], [6.28, -5.55, 29.34], [7.36, -5.13, 28.85], [6.22, -6.11, 30.59], [4.43, -5.88, 29.00], [5.22, -5.12, 27.62], [8.10, -5.00, 29.56], [7.51, -4.56, 28.06], [4.30, -5.35, 24.55], [4.03, -4.53, 25.49], [5.10, -4.17, 26.05], [2.83, -3.86, 25.71], [3.56, -5.67, 23.95], [5.18, -5.84, 24.62], [4.90, -3.48, 26.78], [6.09, -4.49, 25.86], [7.73, 0.59, 30.75], [8.78, -0.20, 30.80], [8.55, -1.30, 30.10], [9.96, 0.16, 31.27], [6.72, 0.31, 30.94], [7.94, 1.55, 31.00], [9.38, -1.84, 29.82], [7.62, -1.69, 30.05], [5.10, -0.90, 27.69], [5.15, -1.88, 28.54], [4.22, -2.72, 28.23], [6.17, -2.11, 29.37], [5.93, -0.24, 27.91], [4.58, -0.79, 26.83], [4.33, -3.52, 28.77], [3.30, -2.55, 27.86], [8.62, 0.34, 27.26], [7.59, 1.02, 27.14], [6.90, 1.01, 28.26], [7.27, 1.89, 26.09], [9.23, 0.37, 26.41], [8.80, -0.30, 28.07], [6.03, 1.51, 28.16], [7.43, 0.74, 29.13], [3.18, -2.39, 32.75], [3.38, -2.62, 31.28], [2.45, -3.57, 30.99], [3.66, -1.49, 33.07], [3.51, -3.16, 33.42], [2.11, -2.10, 32.93], [4.34, -2.99, 31.14], [3.28, -1.76, 30.61], [1.63, -3.31, 30.48], [4.92, 0.82, 23.61], [4.20, 0.87, 24.93], [3.39, -0.23, 25.24], [5.66, 1.64, 23.46], [4.33, 0.82, 22.67], [5.45, -0.04, 23.49], [3.61, 1.75, 24.86], [4.82, 1.17, 25.79], [2.47, 0.06, 25.40], [8.12, -2.88, 26.58], [7.84, -4.19, 26.42], [7.35, -2.20, 26.27], [9.06, -2.50, 26.11], [8.36, -2.82, 27.67], [8.66, -4.71, 26.36], [6.63, -3.60, 32.35], [6.83, -2.29, 32.77], [6.50, -3.57, 31.30], [5.77, -3.95, 32.89], [7.52, -4.18, 32.65], [7.25, -1.78, 32.10]],
  "e_homo_ev": -8.93,
  "orbital_gap_ev": 8.420,
  "smiles": "NC(N)=O.NC(N)=O.NC(N)=O.NC(N)=O.NC(N)=O.NC(N)=O.NC(N)=O.CCO.CCO.CO.CO",
  "de_lowest_ev": 11.126,
  "spin_multiplicity": 1,
  "e_lumo_ev": -0.5078
}